Record 1
This record from OMol25 describes a molecular structure, C4H4LuO2. The level of theory is ωB97M-V/def2-TZVPD.

LUMO energy (spin up / spin down) ... -14.4280 / -14.3186 eV
Gap between HOMO and LUMO (spin up / spin down) ... 8.566 / 6.826 eV
Total charge ... +3
HOMO energy (spin up / spin down) ... -22.99 / -21.14 eV

Last column: Löwdin charge in e.
CARTESIAN COORDINATES (ANGSTROEM)
Lu  4.6284  0.0498  -0.3103  2.024
O  -2.1520  1.2263  -0.0785  0.236
O  2.3525  0.6630  0.0367  -0.103
C  1.3126  0.1273  0.2506  -0.089
C  -2.1493  0.1024  -0.6855  0.296
C  0.0733  -0.1570  0.5771  -0.015
C  -0.9218  -0.7235  -0.4338  -0.076
H  -1.3051  1.3278  0.5247  0.204
H  -0.4787  -0.8782  -1.4308  0.165
H  -1.2665  -1.7143  -0.1035  0.169
H  -0.0934  -0.0235  1.6535  0.188

Cartesian forces (eV/Å) of the 6 atoms listed first:
-0.42 0.38 0.13
-0.11 -2.34 -1.09
1.27 -1.19 -0.35
-1.38 1.13 0.56
2.02 3.91 3.31
0.87 0.14 -0.75

---

Record 2
This record from OMol25 describes a molecular structure, C17H21GeHfIN3O2Se. The level of theory is ωB97M-V/def2-TZVPD.

LUMO energy ... -12.2849 eV
Gap between HOMO and LUMO ... 5.577 eV
Total charge ... +3
HOMO energy ... -17.86 eV

Last column: Löwdin charge in e.
CARTESIAN COORDINATES (ANGSTROEM)
Hf  -0.9182  -0.9830  -0.8568  1.351
I  0.1319  -2.6776  -2.7037  0.482
Se  0.4996  1.0644  -1.9894  0.751
Ge  1.3343  4.0089  -3.2373  0.801
O  -1.5825  -3.8105  6.3142  0.169
O  0.3171  -2.8224  6.0272  0.123
N  -0.3005  -0.9410  1.2689  -0.074
N  -1.9612  -2.7061  0.1619  -0.100
N  -0.7498  -3.2562  5.6553  -0.332
C  2.2476  0.4903  -1.2937  -0.319
C  0.3136  -0.9405  3.9876  0.115
C  -0.4857  -1.9850  3.4602  -0.016
C  -0.0882  3.7508  -4.5426  -0.205
C  -2.2183  -3.9091  2.2557  -0.081
C  -0.7877  -1.9280  2.0909  -0.129
C  -1.0621  -3.0779  4.2090  -0.022
C  0.5703  2.9824  -1.6072  -0.504
C  -2.7878  -3.5872  -0.4213  -0.088
C  -1.8895  -3.9907  3.6472  0.120
C  0.4392  0.0454  1.8110  -0.069
C  1.5279  5.8123  -2.5517  -0.192
C  0.7562  0.0733  3.1614  0.040
C  -1.6748  -2.8746  1.4905  -0.146
C  2.9942  3.1019  -3.7117  -0.212
C  -3.3613  -4.6517  0.2693  0.036
C  -3.0781  -4.8197  1.6074  0.103
H  -2.9986  -3.4457  -1.4790  0.119
H  3.7250  3.1592  -2.9062  0.034
H  -3.5078  -5.6424  2.1636  0.157
H  1.3510  0.8859  3.5535  0.145
H  -0.4624  3.3062  -1.4757  0.028
H  0.7844  0.8269  1.1403  0.098
H  2.8326  2.0619  -3.9993  0.014
H  2.4213  0.9894  -0.3423  0.038
H  0.5651  -0.9356  5.0393  0.139
H  -2.3116  -4.7765  4.2623  0.158
H  3.4319  3.5977  -4.5775  0.043
H  2.9836  0.8102  -2.0313  0.037
H  -4.0167  -5.3311  -0.2557  0.144
H  2.2942  -0.6002  -1.1936  0.017
H  1.8916  6.4562  -3.3507  0.042
H  -0.9763  4.3109  -4.2536  0.036
H  -0.3498  2.6965  -4.6569  0.011
H  0.5716  6.2068  -2.2124  0.036
H  1.1135  3.0949  -0.6691  0.028
H  2.2472  5.8517  -1.7357  0.035
H  0.2236  4.1087  -5.5223  0.041

Cartesian forces (eV/Å) of the 6 atoms listed first:
0.75 -1.31 -0.60
-0.43 0.89 1.10
-0.09 -0.16 0.27
-0.08 -0.14 0.10
-0.10 -0.17 0.08
0.18 0.00 0.02

---

Record 3
This record from OMol25 describes a single C5H8O2 molecule. The level of theory is ωB97M-V/def2-TZVPD.

LUMO energy ... 0.7576 eV
Gap between HOMO and LUMO ... 9.500 eV
HOMO energy ... -8.74 eV

Last column: Löwdin charge in e.
CARTESIAN COORDINATES (ANGSTROEM)
O  1.1494  -0.1536  1.7278  -0.055
O  0.8666  -1.8257  -0.8584  -0.058
C  -0.1962  -0.5559  1.3324  -0.088
C  -1.0929  1.3012  -0.2977  -0.037
C  0.5140  -0.4901  -1.1422  -0.211
C  1.2810  0.7840  0.7896  0.072
C  -0.0057  0.3118  0.0850  -0.483
H  -1.3049  2.0075  0.5121  0.084
H  -0.8095  1.8809  -1.1829  0.087
H  1.3668  0.0621  -1.5645  0.124
H  -0.2610  -0.5328  -1.9117  0.127
H  -2.0210  0.7631  -0.5315  0.090
H  -0.2947  -1.6374  1.2174  0.123
H  1.6583  -1.8231  -0.3041  0.096
H  -0.9017  -0.1627  2.0676  0.129

Cartesian forces (eV/Å) of the 6 atoms listed first:
0.17 0.25 0.01
0.24 -0.02 0.11
-0.22 -0.13 0.04
0.04 0.05 0.00
-0.11 0.20 -0.11
-0.19 -0.24 0.09

---

Record 4
This record from OMol25 describes 2 unconnected molecules or ions with the total composition C33H28N2O3S. The level of theory is ωB97M-V/def2-TZVPD.

LUMO energy ... -1.9035 eV
Gap between HOMO and LUMO ... 4.493 eV
HOMO energy ... -6.40 eV

Last column: Löwdin charge in e.
CARTESIAN COORDINATES (ANGSTROEM)
S  2.7435  3.8798  0.3741  0.687
O  0.0163  1.0362  0.5434  -0.096
O  2.7281  4.4643  -0.9611  -0.364
O  2.1541  4.5914  1.4968  -0.345
N  -3.7579  0.0781  -1.2909  -0.054
N  -0.7316  -5.2008  0.7847  -0.073
C  -1.3949  -6.4269  1.1954  0.000
C  -1.1568  5.5835  0.0995  -0.081
C  0.5672  -5.0831  0.2639  -0.155
C  0.5779  2.1539  0.4661  -0.480
C  4.4967  3.9111  0.8552  -0.254
C  5.4828  3.9440  -0.1389  -0.066
C  -0.4923  -3.0277  0.1503  -0.127
C  7.1888  4.1865  1.5781  -0.093
C  1.8924  -3.3841  -0.8381  -0.007
C  -1.9109  5.5940  1.2814  -0.103
C  -1.8663  4.4969  2.1503  -0.094
C  2.6006  -5.7195  -0.8339  -0.074
C  -1.3596  -3.9922  0.7296  0.012
C  0.7522  -3.7375  -0.1368  -0.112
C  2.8026  -4.3839  -1.2073  -0.073
C  -1.0472  3.4072  1.8488  -0.044
C  -3.2900  -3.4712  -1.4632  -0.032
C  1.4782  -6.0819  -0.0638  -0.008
C  -4.4687  1.3236  -1.5355  0.010
C  -0.7811  -1.7020  -0.2098  0.119
C  6.1842  4.2802  2.5487  -0.087
C  6.8284  4.0306  0.2339  -0.090
C  -2.4993  0.0351  -0.7657  0.089
C  -0.3058  4.5063  -0.1789  -0.050
C  -5.4153  -1.6652  -2.0614  -0.003
C  -2.0475  -1.2953  -0.6661  -0.099
C  -3.1408  -2.1202  -1.2032  -0.098
C  1.9755  2.2944  0.2600  -0.150
C  -0.2482  3.4207  0.7071  -0.189
C  4.8364  4.1863  2.1892  -0.059
C  -5.5551  -3.0496  -2.2791  -0.075
C  -4.1958  -1.2283  -1.5585  -0.151
C  -4.4989  -3.9352  -2.0050  -0.073
H  1.3165  -7.0998  0.2742  0.101
H  -2.5190  6.4663  1.5292  0.094
H  -6.2022  -0.9325  -2.2504  0.107
H  -4.6161  1.8844  -0.6006  0.108
H  -3.8894  1.9787  -2.2028  0.109
H  -2.3753  -3.8724  1.1078  0.157
H  -2.4512  4.4704  3.0681  0.093
H  -6.4962  -3.4453  -2.6645  0.105
H  5.1913  3.9240  -1.1903  0.109
H  -0.7203  -7.2795  1.0819  0.086
H  0.0053  -0.9638  -0.0886  0.111
H  4.0533  4.3503  2.9297  0.110
H  -0.9824  2.5310  2.5079  0.119
H  -1.1789  6.4249  -0.5946  0.100
H  -2.2989  -6.6126  0.5969  0.099
H  -2.4671  -4.1444  -1.2243  0.101
H  3.3328  -6.4672  -1.1361  0.105
H  0.3104  4.5122  -1.0854  0.106
H  2.5845  1.4280  -0.0130  0.069
H  8.2431  4.2630  1.8656  0.101
H  6.4491  4.4445  3.5925  0.100
H  7.5979  3.9950  -0.5352  0.098
H  -1.7217  -6.3465  2.2398  0.101
H  -1.9800  0.9408  -0.4824  0.135
H  2.0371  -2.3343  -1.0912  0.123
H  3.6738  -4.1113  -1.8063  0.108
H  -5.4354  1.1035  -1.9877  0.081
H  -4.6029  -5.0071  -2.1991  0.105

Cartesian forces (eV/Å) of the 6 atoms listed first:
-0.51 -0.19 0.02
-0.83 -0.54 -0.39
0.31 0.28 0.33
-0.17 0.22 -0.40
1.71 -0.15 0.83
-0.27 0.83 0.12

---

Looking at ΔE to the lowest compared entry with this formula, charge and spin for the records above, in order, we have 2.7494, 1.1755, 3.8792, 0.0000 eV.